Computed, not measured: 2 unconnected molecules or ions with the total composition C9H9NO2S2 at a distorted geometry, with ωB97M-V/def2-TZVPD.

- energy relative to the best compared isomer or geometry (same formula, charge and spin) (kcal per mole) = 0.0
- 2S+1 = 1
- E_tot (eV) = -36733.345
- orbital gap (eV) = 9.21
- E_HOMO (eV) = -8.94

Each line ends with the natural charge from an NBO analysis.
CARTESIAN COORDINATES (ANGSTROEM)
C -3.035781 1.180411 -0.197036  -0.221
C -3.257748 0.346372 0.930945  -0.205
C -1.834041 1.015286 -0.938603  -0.190
C -2.301421 -0.578266 1.403227  -0.192
C -0.913908 -0.031492 -0.591910  0.085
C -1.228188 -0.866194 0.471996  -0.219
C 2.464790 1.678904 0.783089  0.040
C 0.786803 -1.435480 -0.620386  0.120
C 2.099136 -2.070686 -1.114279  -0.104
N 0.337190 -0.344613 -1.081946  -0.502
O 2.010598 1.887445 -0.474208  -0.677
O 2.938362 -2.568410 -0.136199  -0.699
S -0.158719 -2.193364 0.642741  0.400
S 2.198939 0.398739 1.625445  -0.085
H -3.789154 1.824482 -0.737811  0.231
H -4.108670 0.527935 1.513978  0.213
H -1.627785 1.742854 -1.694474  0.224
H -2.330118 -1.132487 2.257413  0.215
H 3.081384 2.536845 0.986231  0.186
H 2.599699 -1.309105 -1.777860  0.183
H 1.709471 -2.834166 -1.807068  0.197
H 1.599653 1.049068 -0.862836  0.514
H 2.764256 -2.004749 0.684486  0.485

Force components x, y, z for each atom (eV/Å):
C 1.16 -1.15 -1.83
C 1.65 0.11 0.11
C -0.22 -0.62 1.53
C 0.53 1.63 -5.21
C -1.02 0.90 0.75
C -2.36 0.56 2.37
C -0.10 1.90 -3.61
C 1.63 -1.28 0.37
C -1.35 1.47 -1.47
N -0.21 0.95 -1.85
O 0.14 -0.88 0.12
O -0.48 0.64 2.05
S 0.57 0.22 -0.43
S -0.17 -2.05 2.23
H 0.70 -0.57 1.49
H -1.18 0.15 0.77
H 0.28 -0.01 -0.59
H -0.66 -1.26 2.26
H 0.15 0.30 0.82
H -0.39 -0.50 0.68
H 0.66 -0.35 0.30
H 0.03 0.90 0.63
H 0.62 -1.06 -1.50

Computed, not measured: a single C2H4N2S2 molecule at a distorted geometry, with ωB97M-V/def2-TZVPD.

- energy relative to the best compared isomer or geometry (same formula, charge and spin) (kcal per mole) = 53.1
- 2S+1 = 3
- E_tot (eV) = -26784.461
- <S²> = 2.02
- orbital gap (alpha / beta) (eV) = 6.15 / 6.97
- E_HOMO (alpha / beta) (eV) = -5.45 / -9.18

Each line ends with the Mulliken spin population.
CARTESIAN COORDINATES (ANGSTROEM)
C 0.134898 0.937696 -0.803653  -0.022
C -0.501895 0.311309 1.316561  0.526
N -0.404631 1.232603 0.275608  0.131
N 0.852332 -0.258772 -0.991969  -0.014
S -0.371846 -2.927063 -0.317928  0.911
S 0.435037 -1.321356 0.413331  0.464
H 0.447852 1.748957 -1.535635  0.004
H 0.068423 0.620047 2.241145  0.001
H -1.603147 0.148600 1.409605  -0.001
H 0.942975 -0.492023 -2.007066  0.000

Force components x, y, z for each atom (eV/Å):
C 2.93 0.57 -1.55
C -0.76 2.56 0.87
N -0.57 1.72 0.52
N -1.49 0.83 0.30
S 0.00 -1.38 -1.04
S 0.92 -1.35 -1.06
H -1.07 -1.00 0.54
H -0.83 -0.38 -0.88
H 1.05 -0.81 0.67
H -0.19 -0.76 1.63

Computed, not measured: a single C6H10 molecule at a distorted geometry, with ωB97M-V/def2-TZVPD.

- energy relative to the best compared isomer or geometry (same formula, charge and spin) (kcal per mole) = 86.2
- 2S+1 = 1
- E_tot (eV) = -6380.122
- orbital gap (eV) = 9.15
- E_HOMO (eV) = -8.00

Each line ends with the natural charge from an NBO analysis.
CARTESIAN COORDINATES (ANGSTROEM)
C 1.908273 0.042498 -0.019440  -0.612
C -0.313289 -0.015418 -0.107009  0.091
C 0.719984 0.160806 -1.079742  -0.406
C -1.823421 0.047058 -0.070628  -0.372
C -1.022449 -1.219466 0.251513  -0.402
C -0.919117 0.988083 0.733657  -0.405
H 2.129817 1.044328 0.362261  0.214
H 2.712858 -0.361035 -0.602781  0.213
H 1.828750 -0.601004 0.890752  0.222
H 0.687275 1.159654 -1.543129  0.219
H 0.680377 -0.615868 -1.862858  0.215
H -2.885978 0.059302 0.100789  0.262
H -1.081442 -1.571730 1.271009  0.182
H -0.927727 -2.005567 -0.506819  0.198
H -0.732179 2.008024 0.375326  0.198
H -0.961734 0.880328 1.807105  0.183

Force components x, y, z for each atom (eV/Å):
C 0.62 0.18 -1.03
C -2.11 0.31 -1.23
C 1.38 -0.15 0.84
C -0.14 -0.18 0.87
C -0.20 -0.56 0.53
C -0.15 0.28 0.76
H 0.18 -0.18 -0.25
H 1.06 0.10 0.11
H -0.75 0.24 -1.02
H 0.20 -0.39 0.22
H 0.35 0.25 0.46
H -0.23 0.34 -1.50
H 0.43 -0.16 0.41
H -0.51 0.14 0.24
H -0.55 -0.20 0.15
H 0.41 -0.04 0.45

Computed, not measured: a molecular structure, C36H27N6OPS3W at a distorted geometry, with ωB97M-V/def2-TZVPD.

- energy relative to the best compared isomer or geometry (same formula, charge and spin) (kcal per mole) = 59.5
- 2S+1 = 1
- E_tot (eV) = -92379.105
- orbital gap (alpha / beta) (eV) = 5.60 / 5.57
- E_HOMO (alpha / beta) (eV) = -7.13 / -7.12

Each line ends with the Mulliken charge.
CARTESIAN COORDINATES (ANGSTROEM)
W -0.641589 0.574929 -1.087054  -0.201
N -0.090504 0.629326 -5.582817  -0.408
C -0.352749 1.021022 -4.311958  0.872
S 0.948304 1.061970 -3.158681  -0.449
N -1.562444 1.384142 -4.033265  -1.457
N -1.663383 1.728875 -2.694053  0.630
C -2.481571 2.663689 -2.431930  -0.446
C -2.550017 3.314316 -1.136799  0.098
C -3.626681 4.121665 -0.785225  -0.658
C -3.617355 4.824538 0.403415  -0.832
C -2.483474 4.783405 1.213005  -0.450
C -1.383519 4.023994 0.853854  -0.384
C -1.436341 3.246757 -0.294461  0.895
O -0.433662 2.415461 -0.590650  -0.572
H 0.845191 0.389465 -5.846565  0.203
H -0.822603 0.653874 -6.269639  0.245
H -3.066922 3.049320 -3.261342  0.495
H -4.481513 4.175829 -1.451795  0.468
H -4.475907 5.414431 0.695362  0.414
H -2.454226 5.357343 2.131961  0.426
H -0.476059 4.016273 1.441106  0.551
N 4.931596 -7.999204 -3.149599  -0.517
C 4.315987 -7.056028 -2.921470  -0.126
C 3.540158 -5.864989 -2.634446  0.547
C 2.257849 -5.981005 -2.108633  -0.879
C 1.518085 -4.841041 -1.841673  -0.325
C 2.053327 -3.579314 -2.083328  0.134
C 3.339993 -3.472792 -2.602754  -0.351
C 4.080641 -4.608632 -2.884007  -0.867
C 1.250352 -2.359608 -1.792358  1.551
C 0.023265 -2.236188 -2.420597  -0.514
C -0.505662 -3.085803 -3.416003  -0.601
C -1.744641 -2.586612 -3.756015  -1.544
C -1.940290 -1.453690 -2.956917  -0.068
N -0.898072 -1.219464 -2.163341  0.689
C 1.800198 -1.417187 -0.947172  -0.425
C 3.046263 -1.473100 -0.283723  -0.266
C 3.232157 -0.265073 0.346752  -1.772
C 2.091939 0.498118 0.073308  -0.690
N 1.219162 -0.188611 -0.661094  1.215
H 1.848505 -6.961564 -1.906065  0.456
H 0.524863 -4.925036 -1.417148  0.588
H 3.749561 -2.492106 -2.812391  0.592
H 5.076544 -4.525577 -3.297857  0.452
H -0.015632 -3.952789 -3.833211  0.600
H -2.437631 -2.983967 -4.481285  0.450
H -2.802398 -0.812997 -2.907907  0.488
H 3.709348 -2.323969 -0.267279  0.691
H 4.075855 0.048754 0.941388  0.567
H 1.875535 1.511662 0.360238  0.706
S -0.481527 -1.380236 1.610083  -0.443
P -0.594126 0.586706 1.991652  1.139
S -2.719553 0.272918 -0.356011  -0.366
C 0.908845 1.094500 2.926583  0.037
C 1.915413 0.184063 3.227936  -0.338
C 3.023261 0.574954 3.973312  -0.740
C 3.140724 1.882207 4.424292  -0.543
C 2.139519 2.801979 4.129128  -0.791
C 1.034777 2.407566 3.386319  -0.221
C -1.880186 0.846762 3.295703  1.006
C -3.230896 0.912740 2.954774  -0.305
C -4.209277 1.055322 3.929428  -0.843
C -3.853026 1.145692 5.268287  -0.465
C -2.512958 1.080540 5.620105  -0.699
C -1.534952 0.932524 4.643924  -0.449
H 1.811509 -0.838149 2.883590  0.456
H 3.794347 -0.151077 4.208492  0.439
H 3.997642 2.180594 5.018197  0.376
H 2.212969 3.821923 4.487683  0.434
H 0.240130 3.122723 3.200648  0.478
H -3.528690 0.849950 1.916960  0.037
H -5.252135 1.096231 3.637207  0.409
H -4.612777 1.264781 6.031020  0.380
H -2.220055 1.144207 6.661251  0.405
H -0.498839 0.867753 4.951554  0.386

Force components x, y, z for each atom (eV/Å):
W -2.92 0.14 1.43
N 0.14 0.03 0.23
C 0.22 0.12 -0.51
S -0.38 -0.44 0.31
N -0.21 -0.21 0.25
N 0.05 -0.74 -0.20
C -0.25 0.74 0.24
C -0.19 -0.15 -0.25
C -0.20 0.10 -0.01
C 0.00 0.01 0.04
C 0.02 0.05 -0.01
C 0.05 0.11 0.11
C 0.21 -0.07 -0.12
O 0.43 1.10 0.22
H -0.01 -0.04 -0.02
H -0.01 0.03 0.00
H 0.00 0.08 -0.01
H 0.04 0.02 0.04
H 0.04 0.01 -0.01
H -0.01 -0.03 -0.04
H -0.04 -0.03 0.04
N -0.03 0.05 0.01
C -0.17 0.27 0.07
C 0.18 -0.30 -0.06
C -0.09 -0.02 0.05
C -0.01 -0.12 0.12
C -0.08 0.08 0.02
C 0.06 0.00 -0.16
C 0.06 0.11 -0.02
C 0.15 -0.34 -0.13
C -0.06 -0.03 -0.17
C -0.06 -0.04 -0.09
C -0.09 -0.06 -0.07
C -0.38 -0.17 -0.13
N 0.44 -0.43 -0.29
C 0.19 0.05 0.27
C 0.01 -0.11 0.06
C 0.18 0.15 0.03
C 0.32 0.17 0.06
N 0.75 -0.04 0.18
H -0.01 0.02 0.00
H 0.04 0.00 -0.03
H -0.01 -0.05 0.02
H -0.01 0.01 0.00
H -0.03 0.07 0.06
H 0.02 0.05 0.05
H -0.10 0.07 -0.08
H -0.03 0.07 -0.04
H -0.07 -0.01 -0.03
H -0.01 0.12 0.14
S -0.02 -0.09 -0.22
P 0.19 -0.92 -0.15
S 1.77 0.23 -0.91
C -0.02 0.19 0.00
C 0.04 -0.04 0.08
C -0.02 0.00 -0.03
C -0.05 0.01 0.00
C -0.02 -0.06 -0.04
C 0.02 0.07 -0.02
C -0.12 0.27 -0.16
C -0.01 0.07 0.00
C 0.05 0.00 -0.02
C 0.04 0.00 -0.05
C 0.01 0.00 -0.04
C 0.05 -0.06 0.10
H 0.00 0.03 0.01
H -0.06 0.04 -0.01
H -0.04 -0.01 -0.06
H -0.01 -0.04 -0.02
H 0.04 -0.04 0.01
H 0.01 0.00 0.04
H 0.04 0.01 0.01
H 0.01 -0.01 -0.02
H 0.00 -0.02 -0.03
H -0.05 0.01 -0.03

Computed, not measured: a single C7H6BFO2 molecule at a distorted geometry, with ωB97M-V/def2-TZVPD.

- energy relative to the best compared isomer or geometry (same formula, charge and spin) (kcal per mole) = 10.3
- 2S+1 = 1
- E_tot (eV) = -14847.346
- orbital gap (eV) = 10.07
- E_HOMO (eV) = -9.57

Each line ends with the natural charge from an NBO analysis.
CARTESIAN COORDINATES (ANGSTROEM)
F 1.364834 0.403713 -3.290687  -0.322
O -1.428983 -1.337175 2.505071  -0.885
O -0.983766 1.064116 2.183037  -0.656
B -0.886374 -0.271696 1.799440  1.097
C 0.507713 -1.243958 -1.792786  -0.290
C -0.007164 -1.566378 -0.549924  -0.145
C 0.799045 1.050471 -1.072232  -0.283
C 0.934883 0.062606 -2.044505  0.417
C -0.185588 -0.558213 0.394061  -0.407
C 0.233169 0.719460 0.124921  0.006
C -0.181387 1.712003 1.211877  -0.086
H -1.403984 -2.226744 2.064050  0.499
H 0.574988 -2.014039 -2.568783  0.234
H -0.251468 -2.562094 -0.222958  0.209
H 1.033969 2.063189 -1.271552  0.225
H 0.682716 2.177975 1.730875  0.194
H -0.802604 2.526762 0.800096  0.194

Force components x, y, z for each atom (eV/Å):
F -0.09 -0.29 0.79
O -0.15 -0.13 -0.07
O 0.67 -2.32 -0.68
B -0.97 -2.81 0.06
C 0.37 -0.52 -0.56
C 0.00 0.56 0.81
C 0.42 -0.28 -1.18
C -0.65 0.20 0.26
C -0.27 1.16 1.42
C -0.46 0.80 0.30
C 0.49 1.61 -0.44
H 0.17 1.70 0.54
H 0.13 0.42 0.24
H -0.17 -0.45 -0.58
H 0.43 0.82 -0.45
H -0.33 -0.26 -0.39
H 0.41 -0.20 -0.07

Computed, not measured: 7 unconnected molecules or ions with the total composition C16H46O11S8, with ωB97M-V/def2-TZVPD.

- energy relative to the best compared isomer or geometry (same formula, charge and spin) (kcal per mole) = 0.0
- 2S+1 = 1
- E_tot (eV) = -126536.746
- orbital gap (eV) = 9.14
- E_HOMO (eV) = -8.65

Each line ends with the Mulliken charge.
CARTESIAN COORDINATES (ANGSTROEM)
C 0.376672 0.169073 0.403197  -0.687
C -0.362896 0.508584 -0.891957  -0.532
C -0.481131 1.997096 -1.199647  -0.062
O -1.780943 2.589089 -0.846093  -0.453
S -2.319540 2.241760 0.610189  1.330
O -1.585251 3.016246 1.577112  -0.751
O -3.721553 3.130588 0.310931  -0.339
S -5.145099 2.449641 -0.021511  1.109
C -4.726812 1.027088 -0.966114  -0.738
O -5.738301 2.064421 1.221732  -0.560
O -5.786841 3.385035 -0.886070  -0.644
H -0.246492 0.293101 1.294003  0.071
H 1.245360 0.826161 0.502435  0.301
H 0.762008 -0.849176 0.376557  0.299
H -1.365140 0.064652 -0.887470  0.317
H 0.170825 0.061183 -1.732845  0.435
H 0.290358 2.579463 -0.694215  0.325
H -0.393421 2.205939 -2.257551  -0.334
H -4.080012 1.332125 -1.787300  0.203
H -5.688509 0.673884 -1.339247  0.410
H -4.295108 0.252989 -0.334508  0.231
C 2.737833 4.285037 -3.235908  -0.992
S 2.555139 2.627000 -3.888829  0.497
O 1.982717 1.799351 -2.789378  -0.504
C 4.309493 2.227435 -3.926981  -1.050
H 1.727559 4.665323 -3.093664  0.297
H 3.271905 4.235498 -2.287263  0.339
H 3.269900 4.903487 -3.958733  0.412
H 4.719986 2.329332 -2.922655  0.292
H 4.818551 2.889054 -4.628089  0.388
H 4.395825 1.195630 -4.261693  0.331
C -2.486473 4.104414 -5.728294  -1.087
S -1.640760 3.147341 -4.468042  0.659
O -0.366832 3.864129 -4.177657  -0.612
C -1.187908 1.759629 -5.514172  -1.005
H -2.793952 5.039154 -5.264263  0.339
H -1.796402 4.298289 -6.548948  0.347
H -3.364462 3.556636 -6.069800  0.386
H -0.589040 2.125363 -6.347941  0.346
H -2.088465 1.255251 -5.864497  0.441
H -0.596599 1.083008 -4.898503  0.235
C -4.835819 -2.722317 3.268781  -0.979
S -5.356501 -1.161476 2.543738  0.488
O -5.238295 -1.347315 1.066289  -0.609
C -3.927105 -0.221098 3.071377  -0.736
H -5.584561 -3.466351 3.003975  0.350
H -3.866273 -2.996475 2.854577  0.284
H -4.780486 -2.619518 4.352269  0.363
H -3.015347 -0.668697 2.681282  0.224
H -3.892815 -0.204688 4.159868  0.439
H -4.064831 0.791447 2.697444  0.173
C 4.966451 -3.479541 0.042081  -0.856
S 3.873402 -2.423290 0.996677  0.554
O 2.791632 -1.996566 0.066678  -0.568
C 4.996476 -1.023759 1.124575  -0.898
H 4.382347 -4.369704 -0.174397  0.076
H 5.248046 -2.964662 -0.875882  0.395
H 5.836543 -3.748859 0.639548  0.373
H 5.261404 -0.692521 0.120761  0.263
H 5.880457 -1.314885 1.691976  0.381
H 4.462528 -0.233207 1.648160  0.252
C -0.748103 2.146937 6.045691  -1.060
S -0.194084 1.645884 4.409435  0.771
O -0.623053 0.227653 4.245465  -0.651
C 1.558686 1.596688 4.807722  -0.881
H -1.835641 2.184018 6.018003  0.308
H -0.413976 1.411142 6.776861  0.330
H -0.356217 3.137638 6.275140  0.367
H 1.720812 0.903361 5.632701  0.346
H 1.899540 2.600235 5.061728  0.379
H 2.074594 1.245823 3.915870  0.107
C 2.931451 -8.048702 0.221885  -1.016
S 2.740517 -6.329891 0.709160  0.628
O 3.687988 -6.099882 1.832603  -0.600
C 1.103469 -6.494887 1.423846  -0.984
H 3.926313 -8.151242 -0.206244  0.310
H 2.837314 -8.679867 1.105207  0.315
H 2.178704 -8.301647 -0.524493  0.370
H 1.135072 -7.244534 2.214047  0.326
H 0.394759 -6.771333 0.643689  0.368
H 0.838412 -5.523215 1.835587  0.306

Force components x, y, z for each atom (eV/Å):
C -0.01 0.14 -0.01
C 0.00 -0.09 -0.10
C 0.03 0.13 0.15
O 0.09 -0.20 -0.10
S -0.05 0.13 0.20
O -0.17 0.00 -0.12
O 0.13 0.02 0.06
S 0.14 0.06 -0.03
C -0.13 -0.08 -0.04
O 0.05 -0.01 -0.13
O -0.13 0.03 0.16
H 0.03 0.00 -0.03
H -0.01 -0.05 0.03
H -0.10 0.03 0.06
H 0.05 -0.02 -0.10
H 0.05 0.03 0.06
H -0.02 -0.06 0.01
H -0.03 0.00 -0.01
H -0.03 0.02 0.05
H 0.07 -0.06 -0.02
H -0.01 0.03 0.05
C -0.12 0.05 -0.01
S 0.01 -0.06 -0.01
O 0.00 -0.06 -0.03
C 0.01 0.02 -0.01
H 0.01 -0.01 -0.01
H 0.00 -0.01 0.00
H 0.00 0.00 0.00
H -0.01 0.00 0.00
H 0.01 -0.01 0.00
H 0.00 0.00 0.00
C 0.00 0.00 0.00
S 0.03 -0.05 0.02
O 0.04 0.10 0.00
C -0.02 -0.01 0.01
H 0.00 0.00 0.00
H 0.00 0.00 0.00
H 0.00 0.01 0.00
H 0.00 0.00 0.00
H 0.01 -0.01 0.00
H 0.01 0.01 0.00
C -0.03 -0.01 0.03
S 0.00 -0.05 -0.06
O 0.07 0.04 -0.01
C -0.03 0.09 0.07
H 0.01 0.00 0.00
H 0.00 0.00 -0.01
H 0.00 -0.01 0.00
H 0.04 0.00 -0.06
H 0.00 0.01 0.03
H 0.02 0.00 0.00
C -0.04 0.02 0.07
S -0.01 0.04 0.02
O 0.03 -0.09 -0.01
C 0.01 -0.01 0.00
H 0.10 -0.02 -0.08
H -0.02 0.01 0.00
H -0.01 -0.02 0.00
H 0.00 0.01 0.00
H 0.00 0.01 0.00
H 0.00 0.00 0.00
C 0.00 0.03 0.00
S -0.03 -0.04 -0.03
O -0.06 0.01 -0.02
C 0.01 0.00 0.00
H 0.02 -0.01 -0.01
H -0.01 -0.01 0.00
H 0.00 0.00 0.01
H 0.00 -0.01 0.00
H 0.01 0.00 0.00
H -0.01 0.00 0.00
C -0.03 -0.02 0.02
S -0.01 -0.01 -0.06
O 0.01 0.01 0.00
C 0.00 0.01 0.03
H 0.00 0.00 0.00
H 0.01 0.00 0.00
H 0.01 -0.01 0.00
H 0.00 0.01 0.01
H 0.00 0.00 0.00
H 0.00 0.00 0.00

- Which of these has the lowest E_tot?
  C16H46O11S8